{
  "formula": "C35H70BFN4O5PS3",
  "method": "ωB97M-V/def2-TZVPD",
  "elements": ["C", "C", "C", "C", "C", "C", "C", "C", "C", "N", "N", "S", "C", "N", "C", "S", "C", "C", "B", "C", "O", "N", "C", "C", "C", "C", "C", "S", "C", "C", "C", "F", "P", "C", "O", "H", "H", "H", "H", "H", "H", "H", "H", "H", "H", "H", "H", "H", "H", "H", "H", "H", "H", "H", "H", "H", "H", "H", "H", "H", "H", "H", "H", "H", "H", "H", "H", "H", "H", "H", "H", "H", "H", "H", "H", "H", "H", "H", "H", "H", "H", "C", "C", "C", "O", "C", "H", "H", "H", "H", "H", "H", "H", "H", "C", "C", "C", "O", "C", "H", "H", "H", "H", "H", "H", "H", "H", "C", "C", "C", "O", "C", "H", "H", "H", "H", "H", "H", "H", "H"],
  "positions_angstrom": [[-3.75, 4.20, 2.43], [-3.38, 3.17, 1.89], [-2.97, 1.88, 1.34], [-1.73, 1.43, 2.12], [-1.22, 0.02, 1.77], [-0.58, -0.24, 0.39], [-1.46, -1.45, -0.15], [-2.86, -1.08, -0.62], [-3.57, -2.39, -1.02], [-2.83, -3.13, -2.06], [-0.84, 0.83, -0.61], [0.22, 2.23, -0.31], [-0.47, 0.45, -1.91], [-1.06, 1.12, -2.86], [-0.67, 1.01, -4.28], [-0.73, 2.58, -5.16], [-2.33, 2.62, -6.04], [-2.15, 2.25, -7.54], [-2.22, 2.08, -2.67], [-2.16, 3.61, -2.28], [-3.41, 1.52, -2.93], [0.45, -0.48, -2.17], [0.07, -1.54, -3.10], [1.34, -0.96, -1.08], [2.79, -0.59, -1.49], [3.32, -1.35, -2.73], [3.44, -0.43, -3.95], [5.15, 0.21, -4.13], [0.92, -0.68, 0.39], [0.93, -2.09, 1.10], [2.30, -2.69, 1.44], [2.60, -2.56, 2.77], [2.20, 0.24, 1.47], [1.41, 1.35, 2.70], [2.96, 1.46, 0.60], [-4.02, 5.14, 2.83], [-2.79, 2.05, 0.28], [-3.81, 1.22, 1.49], [-2.04, 1.40, 3.15], [-1.00, 2.22, 2.06], [-2.10, -0.58, 1.94], [-0.57, -0.30, 2.58], [-0.95, -2.04, -0.90], [-1.61, -2.16, 0.66], [-3.47, -0.66, 0.16], [-2.85, -0.48, -1.52], [-4.59, -2.20, -1.31], [-3.60, -3.00, -0.12], [-3.49, -3.51, -2.72], [-2.41, -3.94, -1.62], [-0.70, 3.18, -0.06], [0.34, 0.65, -4.36], [-1.35, 0.31, -4.76], [-2.63, 3.66, -6.01], [-3.10, 2.04, -5.55], [-1.11, 2.04, -7.73], [-2.41, 3.09, -8.16], [-2.75, 1.37, -7.76], [-2.82, 4.16, -2.94], [-1.15, 3.99, -2.33], [-2.54, 3.71, -1.27], [-4.11, 2.18, -2.88], [-0.86, -1.36, -3.61], [-0.11, -2.50, -2.64], [0.82, -1.71, -3.87], [1.38, -2.03, -1.19], [3.50, -0.75, -0.69], [2.80, 0.47, -1.72], [4.33, -1.67, -2.50], [2.76, -2.25, -2.96], [3.26, -0.98, -4.87], [2.78, 0.42, -3.90], [5.12, 1.38, -3.48], [0.39, -2.07, 2.04], [0.48, -2.85, 0.47], [2.25, -3.76, 1.28], [3.11, -2.34, 0.80], [2.28, 1.77, 3.21], [0.91, 2.20, 2.27], [0.87, 0.83, 3.48], [3.85, 1.12, 0.49], [2.86, -0.42, 7.39], [2.81, -1.62, 6.45], [1.45, -1.47, 5.82], [1.17, -0.06, 5.77], [2.13, 0.64, 6.57], [3.87, -0.12, 7.66], [2.31, -0.64, 8.30], [3.59, -1.53, 5.69], [2.94, -2.58, 6.96], [0.67, -1.94, 6.42], [1.41, -1.88, 4.81], [2.82, 1.17, 5.90], [1.62, 1.37, 7.20], [-1.06, 2.41, 8.16], [-2.13, 3.26, 8.86], [-2.29, 4.42, 7.88], [-2.01, 3.90, 6.58], [-1.43, 2.59, 6.70], [-1.05, 1.37, 8.47], [-0.07, 2.83, 8.35], [-3.06, 2.69, 8.93], [-1.85, 3.58, 9.86], [-1.57, 5.21, 8.09], [-3.29, 4.85, 7.90], [-2.18, 1.86, 6.38], [-0.57, 2.52, 6.03], [1.78, -3.60, -7.41], [2.45, -4.90, -6.99], [2.92, -4.56, -5.58], [1.98, -3.62, -5.05], [1.14, -3.14, -6.11], [1.05, -3.72, -8.22], [2.53, -2.88, -7.74], [1.72, -5.70, -6.96], [3.26, -5.21, -7.65], [3.91, -4.09, -5.59], [2.96, -5.44, -4.93], [0.15, -3.58, -5.98], [1.05, -2.06, -6.05]],
  "mulliken_charge": [-0.3248, -1.2331, 1.3227, -2.2423, -1.1672, 3.0318, -3.0225, 0.8799, -1.4140, -0.4325, 0.2389, -0.1670, -1.1957, 0.8433, -0.7995, -0.1293, -0.3456, -1.1253, 0.6533, -1.1600, -0.6747, 1.4457, -1.6644, -0.3592, -1.2839, -1.0299, -0.5056, -0.1870, 0.1998, -1.4067, -0.5658, -0.2427, -0.0909, -0.6834, -0.5940, 0.4935, -0.5978, 0.4042, 0.6025, 0.5637, 0.8845, 0.4562, 0.0095, 1.8940, -0.2152, -0.3209, 0.5325, 0.4183, 0.2751, 0.2075, 0.2495, -0.0747, 0.6258, 0.4983, 0.2457, 0.3072, 0.3340, 0.3034, 0.4267, 0.3274, 0.4040, 0.3179, 0.8427, 0.3729, -0.1528, 0.8028, 0.4987, 0.4558, 0.5904, 0.1874, 0.0172, 0.1931, 0.1276, 0.3734, 0.5148, 0.4272, 0.1995, 0.4872, 0.2978, 0.0975, 0.3940, -0.6620, -0.6506, 0.0970, -0.2252, -0.0931, 0.3867, 0.2614, 0.2199, 0.4269, 0.2582, -0.1847, 0.2168, 0.0119, -0.4786, -0.6334, -0.4796, -0.4388, 0.1322, 0.3513, 0.2902, 0.2843, 0.3567, 0.2811, 0.2889, 0.1184, -0.0760, -0.6809, -0.6290, -0.5180, -0.2049, -0.1514, 0.3761, 0.2914, 0.2733, 0.3484, 0.2945, 0.2920, 0.2673, 0.1124],
  "charge": 1
}

{
  "formula": "C41H23CaN15O2Se",
  "method": "ωB97M-V/def2-TZVPD",
  "elements": ["Ca", "C", "C", "C", "C", "C", "N", "C", "N", "C", "C", "C", "C", "C", "C", "C", "C", "N", "C", "N", "C", "N", "C", "N", "C", "N", "C", "C", "C", "C", "C", "C", "C", "C", "C", "C", "C", "C", "N", "C", "C", "H", "H", "H", "H", "H", "H", "H", "H", "H", "H", "H", "H", "H", "H", "H", "H", "N", "N", "C", "O", "O", "H", "H", "H", "N", "C", "N", "C", "N", "Se", "N", "C", "C", "C", "C", "C", "C", "N", "H", "H", "H", "H"],
  "positions_angstrom": [[2.12, 1.07, 0.99], [-4.65, -0.16, 0.77], [-4.79, 1.20, 0.52], [-3.70, 1.96, 0.13], [-2.49, 1.31, 0.02], [-1.09, 1.77, -0.20], [-0.26, 1.01, 0.57], [-0.86, -0.34, 0.00], [-0.28, -0.17, -1.36], [0.98, -0.69, -1.50], [1.58, -1.56, -2.49], [1.45, -1.69, -3.87], [2.13, -2.72, -4.50], [2.91, -3.61, -3.76], [3.04, -3.49, -2.39], [2.39, -2.45, -1.73], [2.22, -2.09, -0.32], [1.44, -3.08, 0.29], [0.17, -2.91, 0.49], [-0.78, -1.81, 0.13], [-1.62, -2.36, -0.90], [-2.23, -1.88, -1.94], [-2.24, -0.58, -2.42], [-1.19, 0.29, -2.22], [-1.53, 1.66, -2.25], [-0.81, 2.48, -1.35], [-2.79, 1.63, -2.88], [-3.69, 2.67, -3.21], [-4.94, 2.36, -3.65], [-5.37, 1.01, -3.77], [-4.55, -0.03, -3.44], [-3.24, 0.24, -2.97], [-1.71, -3.79, -0.54], [-2.59, -4.76, -0.99], [-2.45, -6.05, -0.50], [-1.42, -6.36, 0.39], [-0.52, -5.39, 0.81], [-0.68, -4.09, 0.36], [1.51, -0.89, -0.32], [-2.36, -0.04, 0.19], [-3.43, -0.81, 0.61], [-5.51, -0.74, 1.10], [-5.76, 1.67, 0.64], [-3.79, 3.03, -0.06], [0.83, -1.00, -4.43], [2.05, -2.83, -5.58], [3.43, -4.41, -4.28], [3.64, -4.20, -1.83], [-3.37, 3.70, -3.11], [-5.63, 3.15, -3.91], [-6.37, 0.80, -4.13], [-4.88, -1.06, -3.51], [-3.36, -4.50, -1.70], [-3.13, -6.83, -0.82], [-1.31, -7.38, 0.75], [0.30, -5.63, 1.47], [-3.34, -1.86, 0.81], [1.78, 3.28, -0.29], [2.94, 3.57, -1.06], [3.93, 2.56, -1.22], [4.74, 2.74, -2.12], [3.90, 1.61, -0.35], [0.97, 3.06, -0.89], [1.56, 4.10, 0.26], [2.78, 4.08, -1.91], [1.19, -2.20, 6.90], [1.35, -1.26, 6.24], [1.52, -0.11, 5.62], [1.81, -0.04, 4.36], [2.11, 0.18, 3.25], [5.24, 2.92, 1.62], [3.66, 2.71, 2.38], [3.70, 3.28, 3.57], [2.62, 3.29, 4.51], [2.81, 3.91, 5.70], [4.04, 4.55, 6.03], [5.09, 4.56, 5.17], [4.96, 3.91, 3.91], [5.91, 3.82, 2.99], [1.71, 2.77, 4.27], [2.01, 3.90, 6.44], [4.13, 5.03, 7.00], [6.04, 5.04, 5.42]],
  "mulliken_charge": [2.3897, -0.9045, -0.7138, -0.5857, 1.0410, -0.2894, -0.7890, 0.6873, 1.4183, -0.4534, 0.5693, -0.2760, -0.7674, -0.4182, -0.9508, 0.5551, -1.5842, -0.4055, -0.4545, 0.5451, -0.2812, -0.5047, -0.4885, -0.1646, -0.7070, -0.9103, 0.7483, -0.9511, -0.4295, -0.5298, -0.5450, 0.4179, 0.5030, -0.2993, -0.7308, -0.4369, -0.7415, 0.4383, -0.0969, 0.7500, -0.3169, 0.4480, 0.3875, 0.4353, 0.5064, 0.3878, 0.3760, 0.4502, 0.4887, 0.3818, 0.3730, 0.4601, 0.5118, 0.3919, 0.3789, 0.4677, 0.4701, -0.1351, -0.3864, 0.5086, -0.7699, -0.8378, 0.2829, 0.1800, 0.2715, -0.6092, 0.4455, -0.6566, 0.3218, -0.7337, 0.4501, -0.1592, 0.4992, -0.4719, -0.6979, -0.4162, -0.6003, 0.5710, -0.9012, 0.4532, 0.3678, 0.3476, 0.4237],
  "charge": -2,
  "de_lowest_kcal_mol": 259.9
}

{
  "formula": "C29H48NOP2Tc",
  "method": "ωB97M-V/def2-TZVPD",
  "elements": ["Tc", "C", "C", "C", "C", "C", "C", "H", "H", "H", "C", "H", "H", "H", "C", "H", "H", "H", "C", "H", "H", "H", "C", "H", "H", "H", "C", "C", "C", "C", "C", "C", "C", "C", "H", "H", "H", "H", "H", "H", "H", "H", "H", "H", "H", "H", "P", "P", "C", "C", "H", "H", "H", "H", "C", "H", "H", "H", "C", "H", "H", "H", "C", "H", "H", "H", "C", "H", "H", "H", "O", "N", "C", "C", "C", "C", "C", "H", "H", "H", "H", "H"],
  "positions_angstrom": [[-0.97, 2.09, -2.76], [0.33, 0.65, 0.48], [1.11, 0.92, -0.64], [-0.81, 2.38, -0.68], [-0.85, 1.41, 0.42], [0.57, 2.12, -1.39], [0.67, -0.18, 1.69], [1.71, -0.50, 1.71], [0.02, -1.06, 1.77], [0.50, 0.39, 2.61], [-1.88, 1.40, 1.47], [-2.40, 0.42, 1.47], [-2.61, 2.19, 1.29], [-1.45, 1.52, 2.48], [-1.31, 3.76, -0.42], [-0.86, 4.15, 0.51], [-2.40, 3.70, -0.26], [-1.11, 4.45, -1.25], [1.56, 3.23, -1.54], [2.20, 3.24, -0.64], [1.06, 4.20, -1.63], [2.20, 3.05, -2.43], [2.51, 0.48, -0.69], [3.03, 0.93, 0.17], [3.00, 0.78, -1.62], [2.58, -0.61, -0.59], [-0.25, -1.99, -1.47], [0.96, -2.33, -1.01], [1.90, -3.19, -1.77], [3.03, -2.42, -2.44], [2.45, -1.49, -3.48], [1.35, -1.71, -4.22], [0.08, -2.49, -3.97], [-0.82, -2.43, -2.77], [1.37, -3.76, -2.53], [3.73, -3.16, -2.91], [2.33, -3.90, -1.07], [-1.26, -3.43, -2.64], [-0.94, -1.51, -0.82], [1.21, -2.12, 0.03], [-1.69, -1.76, -2.92], [-0.61, -1.99, -4.76], [1.30, -1.16, -5.15], [0.23, -3.56, -4.23], [3.55, -1.82, -1.68], [2.95, -0.52, -3.59], [-1.27, -1.74, -6.12], [-0.08, 2.30, -4.73], [-0.63, -0.14, -6.67], [-0.99, 1.23, -5.99], [-1.08, -0.09, -7.68], [0.46, -0.20, -6.84], [-1.06, 1.94, -6.83], [-1.98, 1.15, -5.53], [-1.05, 3.85, -5.18], [-0.69, 4.74, -4.65], [-2.10, 3.63, -4.90], [-0.98, 4.01, -6.27], [1.54, 2.74, -5.63], [1.32, 2.98, -6.69], [2.25, 1.89, -5.61], [2.03, 3.63, -5.19], [-2.96, -2.28, -5.72], [-3.02, -2.67, -4.68], [-3.31, -3.09, -6.38], [-3.67, -1.45, -5.80], [-0.33, -3.14, -6.82], [0.58, -2.76, -7.30], [-0.93, -3.72, -7.53], [0.01, -3.86, -6.06], [-2.54, -1.72, 1.11], [-3.50, -2.53, 1.46], [-4.74, -2.39, 0.89], [-5.76, -3.26, 1.21], [-5.54, -4.28, 2.15], [-4.28, -4.40, 2.74], [-3.27, -3.51, 2.39], [-4.87, -1.59, 0.18], [-6.73, -3.15, 0.74], [-6.33, -4.98, 2.43], [-4.04, -5.15, 3.48], [-2.26, -3.54, 2.80]],
  "mulliken_charge": [-0.3892, 0.1721, 1.5970, 0.3442, 0.5993, 1.7700, -1.8004, 0.4180, 0.1442, 0.5223, -1.1229, 0.0458, 0.3983, 0.3556, -2.0178, 0.3779, 0.4688, 0.3545, -1.8567, 0.3848, 0.3503, 0.3199, -2.1324, 0.6188, 0.3453, 0.0481, -0.3458, -1.1111, -1.2412, -0.9429, -0.6471, -0.0010, 1.2688, -1.3608, 0.4408, 0.5013, 0.4783, 0.2220, 1.0678, 1.0216, 0.4115, -1.5666, 0.2327, 0.7703, 0.3224, 0.4104, 0.8024, 1.2509, -0.8418, -1.1792, 0.5417, 0.5769, 0.4350, 0.3291, -1.5234, 0.3732, 0.4959, 0.4255, -1.2235, 0.4149, 0.3272, 0.4415, -1.1223, 0.3521, 0.4396, 0.3821, -1.1897, 0.3685, 0.4992, 0.3721, -0.4603, 0.1280, -0.0867, -0.6594, -0.2436, -0.6434, -0.0478, 0.4353, 0.3829, 0.3789, 0.3914, 0.4297],
  "spin_multiplicity": 5,
  "charge": 2
}

Number 1: largest force on an atom 0.0694 Eh/bohr, energy -98808.6442 eV. Number 2: largest force on an atom 0.0048 Eh/bohr, energy -153119.0274 eV. Number 3: largest force on an atom 0.0839 Eh/bohr, energy -55140.1954 eV.